Entry 1:
{"formula": "C41H51BiI2N2O6P2S2", "method": "ωB97M-V with the def2-TZVPD basis set", "spin_multiplicity": 2, "relative_energy_kj_mol": 29.82, "charge": -1, "symbols": ["H", "C", "H", "C", "H", "Bi", "C", "H", "C", "H", "N", "H", "C", "H", "O", "C", "O", "H", "C", "H", "C", "C", "C", "C", "H", "H", "H", "C", "P", "H", "I", "H", "H", "H", "C", "C", "H", "H", "C", "C", "S", "H", "C", "C", "C", "H", "C", "H", "I", "H", "C", "C", "C", "H", "H", "H", "C", "H", "H", "H", "H", "C", "H", "C", "N", "C", "C", "C", "H", "O", "H", "H", "H", "H", "S", "H", "O", "C", "O", "H", "C", "H", "H", "C", "O", "H", "H", "H", "P", "C", "C", "C", "H", "C", "H", "C", "H", "H", "H", "H", "C", "C", "C", "H", "H", "C", "H"], "xyz": [[-1.1441, -2.9721, 4.8821], [3.3978, -0.6000, -0.9210], [-2.9856, 3.1471, 3.6334], [-0.7673, -2.0564, -3.9089], [-1.1432, -2.7851, -4.6348], [-0.7377, -0.0435, -0.2943], [-1.3440, 3.0069, -1.9139], [-4.6489, 3.3813, 1.7787], [-5.7981, -0.2263, 0.5145], [1.7020, 1.6489, 5.3402], [1.6751, 2.7980, 1.1545], [1.9417, 2.8960, 6.5743], [1.1977, 2.2553, 6.0945], [-3.5964, 2.4561, 0.7036], [-1.5910, 2.1959, 2.4428], [0.9835, -3.5232, -2.9361], [-1.9574, 0.5727, -2.2197], [2.9155, 5.3662, 3.7289], [1.3422, -2.4475, -5.1676], [-0.3129, 1.2400, -3.9509], [-3.2635, 0.4785, -2.1659], [0.0975, 3.0930, 5.4724], [2.1662, 1.8113, -2.8905], [4.6484, -0.8117, -0.3557], [3.1316, 1.6374, -2.4112], [3.2128, 1.4319, -5.2608], [1.9897, -3.9235, -3.0572], [-0.8591, -0.8615, 4.5900], [1.3637, -0.7967, -2.7495], [3.6953, -2.6264, -3.6097], [-8.1494, 0.3339, -1.8235], [-3.4768, 1.5597, 3.0138], [-6.8624, -0.3122, 0.6704], [0.2053, -0.9438, 4.3462], [2.5684, 4.6437, 3.0031], [1.6247, -4.9204, 2.3195], [6.5221, -1.8476, -0.5134], [0.7424, 2.0273, -5.1352], [2.9657, 0.4650, -4.8084], [1.1036, 4.0231, 1.2133], [-1.3360, -2.5568, -0.2115], [0.3087, 4.1672, 0.4979], [0.7546, -2.2498, -3.7667], [-3.5369, -0.4106, 1.3301], [-1.5634, -2.1618, 4.2825], [-1.2701, -2.2315, -2.9582], [5.1893, -2.3282, -2.1290], [1.0594, 5.9244, 2.1393], [-3.2682, 1.0872, -5.1274], [-0.9811, -5.2738, 0.1979], [0.5399, 1.0853, -4.6141], [1.7950, 0.6682, -3.8449], [-5.2856, 0.1264, -0.7625], [5.8850, -3.0056, -2.6093], [0.8083, -3.3611, -1.8710], [3.9212, 3.0727, 3.6067], [-4.8826, -0.5166, 1.5395], [-3.0892, 4.0539, 1.2763], [0.9576, -3.3929, -5.5650], [-2.6305, -2.0836, 4.4979], [-0.3797, 3.7147, 6.2316], [-0.1385, -3.3931, 0.7709], [1.0302, -1.6602, -5.8538], [-0.2165, -4.7898, 0.7943], [-3.0107, 0.0016, 0.1363], [5.5483, -1.6767, -0.9561], [-3.8797, 0.2181, -0.9170], [0.8386, -2.7495, 1.5508], [2.4714, -3.0405, 2.8976], [-0.9432, 2.2895, 4.9144], [2.2380, 2.7353, -3.4737], [2.7314, -0.2203, -5.6198], [3.8587, 0.1055, -4.2944], [3.0044, 1.4448, 1.9113], [1.0144, -1.0059, 1.6103], [0.5060, 3.7647, 4.7114], [-1.4526, 0.1642, 3.7855], [-6.0614, 0.3770, -1.9168], [1.2810, 1.9446, 0.2865], [2.6995, 0.0670, -0.4308], [-5.4917, 0.6417, -3.1454], [2.3205, -5.5015, 2.9130], [4.9084, -0.3088, 0.5684], [1.5389, 4.9556, 2.1287], [-2.2662, 3.5539, -1.5642], [0.2717, -4.2852, -3.2676], [1.4212, 1.9650, -2.1100], [-6.1166, 0.8264, -4.0077], [-0.5854, 1.5049, 3.4977], [3.9419, -2.1109, -2.6932], [0.6475, -5.5525, 1.5589], [2.6624, 2.4639, 2.0192], [2.4297, -2.5013, -5.1851], [-2.9730, 2.4919, 2.7602], [0.2478, 0.3502, -5.3648], [1.7101, -3.5402, 2.3101], [-2.8250, -0.6322, 2.1124], [-5.2318, -0.8377, 2.5136], [0.7810, 1.5847, 6.8475], [-1.4363, -2.4152, 3.2289], [-3.6089, 3.1354, 1.5555], [-4.1075, 0.6803, -3.2671], [3.1251, 3.3758, 2.9410], [-1.0545, -1.0620, -4.2462], [0.5599, -6.6321, 1.5579], [3.0209, -1.2446, -2.0998], [-0.9602, -0.5813, 5.6436]], "forces_ev_per_angstrom": [[0.008, 0.013, -0.001], [-0.007, 0.003, 0.034], [-0.008, 0.033, -0.016], [-0.017, -0.011, -0.001], [-0.024, -0.012, 0.036], [-0.497, -0.239, -0.357], [0.354, 0.283, -0.032], [0.000, -0.009, -0.006], [0.081, 0.035, 0.022], [-0.018, 0.009, -0.018], [0.052, -0.098, -0.022], [-0.017, 0.010, -0.002], [0.018, -0.040, 0.038], [-0.002, 0.008, 0.028], [0.032, 0.161, 0.079], [0.022, -0.023, 0.018], [0.195, -0.421, -0.064], [0.013, 0.003, -0.019], [-0.025, -0.009, -0.010], [0.029, -0.009, 0.026], [-0.197, 0.211, 0.024], [-0.091, 0.048, -0.014], [0.000, 0.020, 0.010], [-0.018, 0.009, -0.007], [-0.010, -0.008, 0.013], [-0.006, -0.009, -0.003], [0.022, 0.016, 0.006], [0.045, -0.011, -0.023], [0.032, -0.055, 0.189], [-0.017, 0.009, -0.023], [-0.118, -0.009, 0.014], [-0.007, 0.033, -0.002], [-0.004, 0.004, 0.007], [-0.006, 0.014, -0.010], [0.003, 0.059, 0.079], [-0.006, -0.012, -0.018], [-0.006, -0.010, -0.001], [-0.018, -0.006, -0.001], [0.004, 0.035, -0.016], [0.029, -0.039, 0.032], [0.049, 0.083, 0.064], [-0.007, 0.027, 0.017], [-0.036, -0.001, -0.060], [0.011, -0.015, 0.038], [-0.008, -0.028, -0.006], [0.015, 0.016, -0.004], [0.021, 0.003, 0.027], [0.005, 0.002, 0.031], [0.040, 0.046, -0.074], [0.015, 0.010, -0.016], [-0.023, 0.026, -0.017], [-0.004, 0.018, -0.068], [-0.072, 0.039, -0.049], [-0.008, -0.006, 0.004], [-0.025, 0.019, -0.018], [-0.014, 0.016, 0.023], [-0.045, -0.003, 0.003], [0.014, -0.004, 0.023], [0.006, 0.012, -0.006], [0.004, 0.009, -0.001], [-0.014, 0.010, -0.013], [0.101, -0.053, -0.026], [-0.001, 0.035, 0.006], [-0.013, -0.012, -0.045], [0.017, 0.050, 0.265], [0.011, -0.007, -0.010], [0.086, -0.106, -0.148], [0.017, 0.065, -0.001], [-0.015, 0.011, 0.000], [0.087, -0.006, 0.075], [0.033, -0.005, 0.008], [-0.028, -0.060, -0.007], [-0.006, 0.000, 0.014], [0.005, 0.000, 0.025], [0.016, -0.045, 0.036], [0.037, -0.010, -0.025], [-0.027, 0.041, 0.119], [0.114, -0.032, -0.014], [-0.061, 0.106, -0.051], [-0.009, -0.011, 0.001], [0.048, 0.018, 0.058], [-0.004, 0.005, 0.007], [0.003, -0.004, -0.002], [-0.025, -0.021, -0.051], [-0.240, -0.021, 0.014], [0.027, -0.011, -0.013], [-0.017, -0.001, -0.023], [0.015, -0.012, -0.009], [0.019, -0.039, -0.091], [-0.029, -0.008, -0.017], [0.011, 0.003, 0.021], [-0.028, 0.033, 0.027], [0.021, 0.007, 0.022], [0.054, -0.094, 0.027], [0.022, -0.016, -0.016], [-0.005, -0.039, 0.038], [-0.005, -0.022, -0.025], [0.001, 0.000, -0.005], [0.001, 0.010, 0.002], [0.004, 0.000, 0.003], [-0.048, 0.033, -0.047], [-0.037, -0.021, 0.118], [-0.002, -0.064, -0.048], [0.038, 0.004, -0.044], [0.004, 0.004, -0.005], [0.094, 0.046, -0.047], [-0.029, -0.018, 0.000]]}

Entry 2:
{"formula": "CH4ClOP", "method": "ωB97M-V with the def2-TZVPD basis set", "relative_energy_kj_mol": 327.63, "symbols": ["H", "O", "H", "H", "C", "H", "Cl", "P"], "xyz": [[1.9761, 0.1722, -0.3968], [-1.7302, 1.5310, -0.4776], [1.7459, -1.7473, -0.2551], [-0.9996, 2.0271, -0.9582], [1.6065, -0.7030, 0.1565], [1.1384, -0.6667, 1.1574], [-2.1524, -0.4593, 1.3645], [-1.5848, -0.1540, -0.5906]], "forces_ev_per_angstrom": [[-0.244, -0.573, 0.533], [1.488, -0.334, -1.165], [-0.095, 1.577, 0.369], [-1.287, -1.023, 0.780], [-0.470, -1.266, -0.158], [0.489, 0.360, -0.800], [0.068, -0.281, -0.231], [0.050, 1.541, 0.673]]}

Entry 3:
{"formula": "C11H17N4", "method": "ωB97M-V with the def2-TZVPD basis set", "relative_energy_kj_mol": 3.55, "charge": 1, "symbols": ["C", "H", "H", "H", "N", "C", "N", "C", "C", "H", "C", "C", "H", "H", "H", "H", "H", "H", "H", "H", "N", "C", "H", "N", "C", "C", "C", "H", "H", "H", "H", "C"], "xyz": [[-3.2180, 2.6535, -0.5450], [-1.7645, 2.2378, -2.5389], [5.2625, -1.4728, 1.5052], [-0.5072, 0.3226, 3.4185], [-3.1416, -0.6692, -2.1312], [-0.8223, -0.1879, 1.3340], [-1.9825, 1.2580, -2.6656], [4.5266, -0.7336, 1.8201], [3.2892, -1.1744, -0.3837], [-2.1501, 2.8536, -0.4485], [-0.2215, -0.5759, 0.1488], [1.1632, -0.7559, 0.1453], [-3.6031, 3.2894, -1.3477], [-4.0432, 0.7342, -0.2928], [4.2398, -0.9638, 2.8440], [5.0009, 0.2440, 1.7718], [-1.5072, 0.7891, -3.4202], [-3.7436, 2.9079, 0.3659], [1.7418, -1.3566, -1.8181], [1.8667, -0.0017, 3.3984], [-3.4314, 1.2514, -0.8905], [1.3240, -0.1491, 2.4755], [-1.8956, -0.0494, 1.3850], [1.9995, -1.1458, -0.8718], [1.9487, -0.5498, 1.2920], [3.3228, -0.8186, 0.9271], [-0.0552, 0.0203, 2.4830], [-3.8181, -1.1710, -1.5902], [-0.7710, -0.7527, -0.7675], [4.1731, -1.4077, -0.9550], [-2.7286, -1.1488, -2.9032], [-2.8579, 0.6080, -1.8968]], "forces_ev_per_angstrom": [[0.349, 0.200, -0.913], [-0.139, -0.327, 0.127], [0.076, 0.017, 0.077], [-0.227, -0.022, -0.102], [0.047, 0.009, -0.062], [-0.007, 0.001, -0.217], [0.109, -0.004, -0.290], [-0.247, -0.292, -0.384], [0.593, 0.168, 0.511], [-0.028, -0.001, 0.342], [0.256, -0.014, -0.056], [-0.336, -0.003, -0.130], [-0.073, 0.003, 0.116], [-0.213, -0.258, 0.117], [0.120, 0.102, 0.096], [-0.035, 0.117, 0.159], [-0.097, 0.030, 0.065], [0.057, -0.183, 0.124], [-0.033, -0.020, 0.087], [0.184, 0.043, -0.059], [-0.161, -0.029, 0.197], [-0.605, -0.115, -0.096], [-0.023, -0.024, -0.019], [0.193, 0.043, -0.122], [0.386, 0.097, 0.150], [-0.419, 0.054, 0.115], [0.612, 0.069, 0.332], [-0.122, -0.056, 0.168], [-0.182, -0.042, 0.079], [-0.298, -0.180, -0.438], [0.114, -0.181, -0.246], [0.149, 0.798, 0.273]]}

Entry 4:
{"formula": "C24H27Br2CoN8OS", "method": "ωB97M-V with the def2-TZVPD basis set", "spin_multiplicity": 2, "relative_energy_kj_mol": 26.85, "charge": 1, "symbols": ["C", "C", "H", "H", "H", "C", "C", "N", "H", "C", "C", "C", "Br", "H", "H", "N", "H", "H", "H", "C", "C", "C", "H", "C", "N", "H", "H", "C", "C", "Br", "O", "C", "H", "C", "H", "H", "H", "H", "H", "H", "H", "H", "C", "N", "C", "H", "C", "N", "Co", "H", "S", "C", "C", "N", "C", "C", "C", "N", "C", "H", "H", "N", "H", "H"], "xyz": [[4.4212, -0.3013, -1.1102], [-1.3022, -2.8701, -0.8354], [3.2457, 1.8874, -3.9953], [3.5546, -1.1703, 0.6731], [1.3245, 4.8971, 1.1957], [3.9777, -0.1310, -2.5488], [-0.1257, -3.4883, 1.5759], [2.0665, -0.7167, -0.7040], [5.4172, -0.7391, -1.0617], [-3.6274, 1.4404, 2.7473], [-0.5530, -4.5281, 0.7156], [-0.2048, 4.1754, 2.5266], [0.7972, -5.4243, 3.4968], [1.6064, 3.0042, -2.5960], [-0.3430, 0.8764, -3.5926], [0.4857, 0.6387, -1.6729], [0.9122, 2.8778, -4.2142], [4.4535, 0.6801, -0.6311], [0.0462, 4.8420, 3.3406], [0.1606, 3.3130, 0.3370], [1.2314, 2.3034, -3.3449], [-1.5219, 2.4230, 1.6084], [1.3602, -0.8571, -0.0079], [-1.1272, -4.2229, -0.4817], [-0.9313, -1.8775, -0.0648], [-3.1417, 1.1351, 3.6771], [3.5272, -2.2198, -0.7437], [0.0784, 1.4921, -2.7882], [0.4906, -3.6807, 2.8346], [1.2788, 0.1472, 4.1734], [0.0011, 0.1690, 1.3853], [0.7039, -1.2979, 3.1070], [-1.7632, -2.6019, -1.7793], [2.3388, 1.3478, -3.7219], [2.0431, 0.7417, -4.5847], [-5.4491, -1.7068, -0.5304], [-0.4068, -5.5571, 1.0156], [-4.9049, -1.6965, -2.1671], [-4.4731, 0.7790, 2.5780], [3.9620, -1.0983, -3.0637], [-1.8096, 3.2067, 3.5841], [-0.7296, 2.1407, -2.4444], [0.8821, -2.6080, 3.5820], [-2.6071, 0.6269, 0.6441], [0.5086, 4.2041, 1.3447], [4.6600, 0.5194, -3.0942], [-2.6220, 1.4185, 1.6462], [-3.6094, -0.2619, 0.3750], [-0.9168, 0.4515, -0.3840], [0.7051, 3.2826, -0.5962], [-2.7028, -0.0349, -2.1059], [-1.2463, 3.2660, 2.6635], [-3.7389, -0.6204, -0.9278], [-4.7387, -1.4676, -1.2019], [1.7165, 0.1599, -1.6625], [-0.3299, -2.1650, 1.1280], [0.1265, -1.0208, 1.8787], [2.6589, 0.4953, -2.5839], [3.4148, -1.1857, -0.4077], [-4.0158, 2.4491, 2.8884], [-4.2720, -0.5322, 1.0835], [-0.8375, 2.4515, 0.4573], [1.3459, -2.7613, 4.5469], [-1.4510, -4.9993, -1.1614]], "forces_ev_per_angstrom": [[0.020, 0.051, 0.035], [-0.019, -0.041, 0.022], [0.007, 0.004, -0.008], [-0.006, 0.017, 0.010], [0.000, -0.014, 0.009], [-0.090, 0.012, -0.040], [-0.082, -0.054, -0.047], [0.080, -0.013, 0.042], [-0.013, -0.019, -0.006], [-0.018, 0.047, -0.031], [0.060, -0.005, 0.092], [-0.032, -0.015, 0.045], [-0.007, -0.056, 0.021], [-0.021, 0.036, 0.012], [-0.033, 0.005, 0.003], [0.601, -0.052, 0.016], [0.001, -0.006, -0.005], [0.043, -0.014, 0.004], [-0.005, 0.006, -0.011], [-0.055, 0.031, 0.078], [-0.018, 0.007, 0.016], [-0.226, -0.273, 0.008], [-0.114, 0.046, 0.165], [-0.067, 0.062, -0.076], [0.276, 0.036, 0.054], [-0.003, -0.002, -0.011], [0.001, -0.023, 0.007], [0.015, -0.007, -0.073], [-0.002, -0.003, -0.028], [0.019, 0.071, 0.019], [0.407, -0.073, 0.083], [0.029, -0.126, 0.126], [0.030, -0.005, -0.012], [0.068, -0.078, 0.028], [0.002, -0.015, -0.016], [0.015, -0.020, 0.011], [-0.005, 0.012, 0.007], [-0.004, -0.018, 0.004], [-0.006, -0.004, -0.007], [0.007, -0.006, -0.007], [0.010, 0.007, -0.010], [0.068, 0.044, 0.016], [-0.006, 0.103, -0.006], [0.293, -0.310, 0.410], [0.003, 0.001, -0.035], [0.007, 0.010, 0.003], [-0.024, 0.269, -0.069], [0.146, 0.053, -0.196], [-1.311, -0.241, -0.028], [0.026, 0.000, -0.039], [0.114, 0.104, 0.011], [0.066, 0.107, 0.101], [-0.160, -0.052, 0.129], [-0.007, 0.053, -0.083], [-0.011, 0.169, -0.299], [-0.040, 0.064, -0.162], [-0.174, 0.049, -0.129], [0.000, -0.003, 0.025], [-0.068, -0.002, -0.039], [0.019, -0.005, 0.004], [-0.019, -0.003, 0.059], [0.197, 0.043, -0.193], [0.004, 0.023, -0.011], [0.009, 0.016, 0.007]]}